The following is a DFT calculation (ωB97M-V/def2-TZVPD) of C22H26N4ORb as an isolated structure.

Each line ends with the Mulliken charge.
CARTESIAN COORDINATES (ANGSTROEM)
Rb (-0.425, 0.400, -0.036)  0.984
C (3.332, -0.461, 0.609)  -1.130
C (3.068, -1.063, -0.782)  -0.952
C (2.746, 0.000, -1.801)  0.730
C (3.757, 0.813, -2.310)  -0.567
C (3.433, 1.806, -3.217)  -0.440
C (2.109, 1.953, -3.605)  -0.647
C (1.174, 1.086, -3.067)  -0.210
N (1.476, 0.135, -2.182)  -0.381
N (2.111, -0.345, 1.423)  0.898
C (2.190, 0.795, 2.351)  -0.492
C (2.463, 2.102, 1.645)  -0.074
C (3.545, 2.887, 2.029)  -0.749
C (3.816, 4.055, 1.335)  -0.392
C (2.997, 4.403, 0.273)  -0.703
C (1.929, 3.574, -0.026)  -0.306
N (1.657, 2.453, 0.639)  0.128
C (1.940, -1.585, 2.169)  -1.287
C (0.642, -1.750, 2.928)  0.392
C (0.603, -2.671, 3.973)  -0.684
C (-0.586, -2.884, 4.646)  -0.514
C (-1.704, -2.153, 4.268)  -0.539
C (-1.572, -1.252, 3.229)  -0.658
N (-0.432, -1.053, 2.561)  0.206
H (3.758, 0.530, 0.470)  0.549
H (4.086, -1.061, 1.138)  0.404
H (2.237, -1.768, -0.729)  0.293
H (3.957, -1.606, -1.105)  0.441
H (4.784, 0.662, -2.001)  0.418
H (4.200, 2.450, -3.626)  0.444
H (1.812, 2.713, -4.314)  0.429
H (0.133, 1.146, -3.371)  0.421
H (2.985, 0.627, 3.093)  0.311
H (1.238, 0.861, 2.882)  0.457
H (4.173, 2.581, 2.855)  0.403
H (4.657, 4.677, 1.614)  0.442
H (3.178, 5.299, -0.305)  0.419
H (1.251, 3.828, -0.833)  0.415
H (2.763, -1.714, 2.891)  0.459
H (2.017, -2.417, 1.462)  0.426
H (1.500, -3.211, 4.249)  0.450
H (-0.641, -3.599, 5.456)  0.435
H (-2.652, -2.276, 4.773)  0.436
H (-2.419, -0.654, 2.910)  0.430
C (-2.820, -3.021, 0.002)  -0.843
C (-3.077, -1.906, -0.979)  0.687
C (-3.978, -2.234, -2.133)  -1.182
O (-2.583, -0.805, -0.831)  -0.569
H (-2.836, -3.991, -0.492)  0.394
H (-3.615, -3.014, 0.753)  0.301
H (-1.871, -2.870, 0.515)  0.119
H (-4.850, -2.794, -1.797)  0.359
H (-3.421, -2.874, -2.822)  0.319
H (-4.283, -1.331, -2.656)  0.322

Computed properties:
charge	+1
orbital gap	9.769	eV



The following is a DFT calculation (ωB97M-V/def2-TZVPD) of the molecule C2H2FN3S.

Each line ends with the Mulliken charge.
CARTESIAN COORDINATES (ANGSTROEM)
C (0.135, -0.281, -0.248)  0.054
C (-1.084, 0.049, 0.050)  0.580
H (0.180, -2.661, 0.446)  0.169
H (1.852, 1.035, -0.184)  0.267
N (0.842, 1.050, -0.345)  0.189
N (0.012, 1.988, -0.109)  -0.499
N (-1.107, 1.440, 0.175)  -0.214
F (-1.954, -0.833, 0.411)  -0.245
S (1.123, -1.788, -0.195)  -0.301

Computed properties:
SMILES	Fc1nn[nH]c1S
orbital gap	9.692	eV



The following is a DFT calculation (ωB97M-V/def2-TZVPD) of C11H9GdNO4 as an isolated structure.

Each line ends with the Mulliken charge.
CARTESIAN COORDINATES (ANGSTROEM)
Gd (0.013, 0.033, -1.302)  1.057
O (-0.114, 3.664, -2.007)  -0.008
C (-0.096, 2.529, -1.788)  0.257
C (0.156, -2.418, -2.000)  0.222
O (0.189, -3.519, -2.347)  -0.002
C (2.304, -0.099, -0.288)  0.238
O (3.453, -0.174, -0.118)  -0.003
C (-2.291, 0.195, -0.359)  0.252
O (-3.443, 0.324, -0.218)  -0.008
C (0.047, 0.742, -3.675)  -0.728
H (-0.861, 1.355, -3.775)  0.513
H (1.010, 1.269, -3.753)  0.474
C (-0.018, -0.638, -3.741)  -0.737
H (0.893, -1.241, -3.887)  0.504
H (-0.977, -1.155, -3.900)  0.469
C (-0.041, -0.130, 4.207)  -0.164
C (0.331, 1.028, 3.525)  -0.724
C (0.382, 1.055, 2.134)  0.047
N (-0.003, -0.005, 1.387)  -0.071
C (-0.403, -1.126, 2.019)  0.085
C (-0.394, -1.232, 3.416)  -0.743
H (-0.060, -0.183, 5.306)  0.453
H (0.588, 1.918, 4.098)  0.418
H (0.766, 1.979, 1.689)  0.388
H (-0.768, -2.007, 1.487)  0.379
H (-0.663, -2.162, 3.892)  0.433

Computed properties:
spin multiplicity	8
charge	+3
⟨S²⟩	16.068
orbital gap (alpha / beta)	6.682 / 3.642	eV



The following is a DFT calculation (ωB97M-V/def2-TZVPD) of C10H14B2BaF4N6 as an isolated structure.

Each line ends with the Mulliken charge.
CARTESIAN COORDINATES (ANGSTROEM)
H (2.205, -1.057, 2.159)  0.471
N (0.260, -1.485, 1.459)  -0.399
B (-2.102, -2.432, 0.882)  0.326
N (-0.740, -2.392, 1.699)  0.038
C (-0.306, -3.190, 2.676)  -0.109
Ba (-0.027, -0.017, -0.471)  2.077
H (-0.974, -3.958, 2.994)  0.472
C (0.975, -2.800, 3.043)  -1.115
H (1.595, -3.232, 3.782)  0.402
C (1.323, -1.713, 2.254)  -0.152
H (-2.797, -3.201, 1.448)  -0.139
C (0.696, 1.753, -3.421)  -0.897
H (1.362, 2.526, -3.807)  0.287
H (-0.156, 2.260, -2.988)  0.276
H (0.331, 1.118, -4.228)  0.346
N (-1.877, -2.957, -0.570)  0.155
N (-2.836, -1.047, 0.859)  0.282
N (-1.048, -2.296, -1.463)  -0.403
N (-2.173, 0.119, 0.562)  -0.701
C (-2.362, -4.086, -1.121)  -0.160
C (-4.107, -0.720, 1.121)  -0.150
H (-3.027, -4.708, -0.551)  0.422
H (-4.770, -1.501, 1.395)  0.486
C (-1.839, -4.201, -2.418)  -0.851
C (-4.256, 0.665, 0.967)  -1.066
C (-1.023, -3.053, -2.588)  -0.447
C (-3.005, 1.172, 0.601)  -0.164
H (-2.033, -4.989, -3.106)  0.403
H (-5.130, 1.231, 1.103)  0.422
H (-0.447, -2.768, -3.452)  0.446
H (-2.627, 2.167, 0.389)  0.495
H (1.278, 1.131, -2.725)  0.031
F (1.476, 1.623, 0.150)  -0.311
B (2.448, 2.698, 0.222)  0.354
F (3.612, 1.973, 0.143)  -0.391
F (2.103, 3.428, -0.892)  -0.396
F (2.120, 3.227, 1.438)  -0.339

Computed properties:
orbital gap	9.604	eV



The following is a DFT calculation (ωB97M-V/def2-TZVPD) of C17H20F24N5O16PbS8 as an isolated structure.

Each line ends with the Mulliken charge.
CARTESIAN COORDINATES (ANGSTROEM)
Pb (7.602, 29.684, -24.676)  4.005
C (4.754, 32.104, -29.046)  -1.447
C (3.898, 31.213, -30.010)  -0.574
C (3.805, 29.752, -29.499)  0.012
N (2.434, 29.052, -29.834)  0.380
C (2.667, 27.638, -29.343)  -0.766
C (1.548, 26.584, -29.759)  -0.956
C (1.214, 26.741, -31.255)  -0.468
C (1.067, 28.163, -31.782)  -0.858
C (2.120, 29.228, -31.353)  -0.567
C (1.223, 29.563, -28.971)  -0.874
H (4.812, 33.164, -29.291)  0.567
H (5.752, 31.744, -28.795)  0.192
H (4.115, 32.230, -28.172)  0.277
H (4.524, 31.338, -30.894)  0.279
H (2.997, 31.784, -30.235)  0.414
H (3.990, 29.705, -28.426)  -0.109
H (4.548, 29.146, -30.018)  0.408
H (3.472, 27.293, -29.991)  0.415
H (3.166, 27.552, -28.378)  0.577
H (1.837, 25.541, -29.630)  0.421
H (0.698, 26.624, -29.078)  0.421
H (1.972, 26.165, -31.786)  0.334
H (0.176, 26.411, -31.315)  0.243
H (1.124, 28.076, -32.867)  0.428
H (0.044, 28.475, -31.569)  0.378
H (3.074, 28.960, -31.807)  0.371
H (1.869, 30.249, -31.641)  0.425
H (0.382, 28.875, -29.060)  0.430
H (0.951, 30.605, -29.139)  0.311
H (1.655, 29.488, -27.973)  0.339
C (9.619, 26.018, -22.996)  0.554
F (8.645, 25.484, -22.248)  -0.227
F (10.690, 25.460, -22.614)  -0.197
F (9.447, 25.779, -24.332)  -0.137
S (9.736, 27.948, -22.679)  0.789
O (10.603, 28.104, -21.521)  -0.574
O (10.249, 28.511, -23.911)  -0.530
N (8.050, 28.533, -22.542)  -0.432
S (7.866, 28.690, -20.973)  0.860
O (7.947, 27.487, -20.161)  -0.681
O (8.541, 29.871, -20.431)  -0.670
C (5.960, 29.193, -20.758)  0.577
F (5.686, 30.083, -21.659)  -0.168
F (5.211, 28.105, -20.869)  -0.240
F (5.840, 29.765, -19.549)  -0.248
C (3.598, 31.763, -24.396)  0.542
F (2.763, 32.694, -24.797)  -0.201
F (3.800, 31.859, -23.079)  -0.204
F (3.100, 30.538, -24.518)  -0.191
S (5.281, 32.026, -25.292)  0.265
O (5.261, 30.917, -26.210)  -0.573
O (5.206, 33.301, -25.999)  -0.542
N (6.487, 31.787, -24.073)  0.035
S (6.876, 33.230, -23.752)  0.612
O (7.912, 33.725, -24.626)  -0.607
O (5.850, 34.241, -23.485)  -0.673
C (7.847, 32.940, -22.050)  0.575
F (6.833, 32.674, -21.246)  -0.234
F (8.655, 31.876, -22.084)  -0.083
F (8.444, 34.081, -21.764)  -0.224
C (5.332, 25.964, -23.923)  0.351
F (6.366, 26.071, -23.098)  -0.084
F (5.488, 24.818, -24.657)  -0.216
F (4.127, 25.862, -23.269)  -0.207
S (5.360, 27.424, -25.128)  0.520
O (4.217, 27.244, -25.985)  -0.519
O (5.246, 28.645, -24.359)  -0.737
N (6.941, 27.472, -25.788)  -0.354
S (6.808, 26.745, -27.066)  0.693
O (6.435, 25.360, -26.910)  -0.685
O (6.060, 27.492, -28.093)  -0.490
C (8.688, 26.674, -27.646)  0.493
F (9.267, 25.747, -26.884)  -0.209
F (8.662, 26.416, -28.918)  -0.214
F (9.167, 27.852, -27.402)  -0.143
C (8.568, 32.615, -27.976)  0.454
F (9.464, 33.575, -27.657)  -0.199
F (7.462, 32.829, -27.355)  -0.043
F (8.413, 32.560, -29.289)  -0.235
S (9.134, 30.852, -27.527)  0.446
O (7.927, 30.095, -27.613)  -0.424
O (10.257, 30.534, -28.482)  -0.607
N (9.448, 30.984, -25.824)  -0.127
S (10.964, 31.351, -25.829)  0.699
O (11.765, 30.179, -26.065)  -0.642
O (11.406, 32.480, -26.611)  -0.616
C (11.347, 31.906, -23.937)  0.586
F (12.649, 32.102, -23.742)  -0.220
F (10.673, 33.056, -23.548)  -0.247
F (10.866, 30.916, -23.248)  -0.207

Computed properties:
charge	-1
orbital gap	7.985	eV



The following is a DFT calculation (ωB97M-V/def2-TZVPD) of a 2-piece molecular cluster, C4H11N3O overall.

Each line ends with the Mulliken charge.
CARTESIAN COORDINATES (ANGSTROEM)
N (-0.414, 0.627, -1.303)  -0.525
C (0.127, 0.449, 0.012)  -0.210
C (0.643, -1.022, 0.361)  -0.430
C (1.055, -1.845, -0.883)  -0.721
N (1.893, -1.142, -1.832)  -0.609
C (-0.969, 0.926, 1.146)  0.159
N (-1.533, 2.046, 0.838)  -0.723
O (-1.301, 0.036, 1.969)  -0.447
H (-1.322, 1.083, -1.170)  0.341
H (0.239, 1.233, -1.781)  0.244
H (1.038, 0.975, 0.291)  0.336
H (-0.122, -1.435, 1.045)  0.391
H (1.523, -0.999, 1.022)  0.364
H (0.189, -2.208, -1.433)  0.299
H (1.480, -2.834, -0.669)  0.387
H (2.695, -0.658, -1.442)  0.238
H (1.356, -0.469, -2.357)  0.301
H (-2.145, 2.327, 1.606)  0.247
H (0.585, 0.845, 2.072)  0.359

Computed properties:
orbital gap	5.642	eV